No. 1
Here is C11H11MnN3O8S2 as an isolated structure at a distorted geometry from OMol25. Energies are from ωB97M-V/def2-TZVPD.

Geometry (Å):
Mn1 -0.786 1.193 -1.278
O1 -1.514 -2.420 0.153
C1 -1.164 -1.513 -0.465
O2 -1.247 -0.156 0.138
C2 -0.545 -1.648 -1.845
C3 -0.002 -2.734 -2.357
C4 0.708 -2.669 -3.548
C5 1.019 -1.445 -4.102
C6 0.274 -0.316 -3.534
N1 -0.464 -0.432 -2.463
C7 0.608 1.039 -4.133
O3 1.562 1.002 -4.852
O4 0.000 2.231 -4.044
H1 -0.051 -3.671 -1.842
H2 1.135 -3.473 -4.051
H3 1.663 -1.312 -4.936
O5 0.317 3.021 -1.415
S1 -0.875 3.477 -2.180
O6 -0.686 4.635 -2.974
O7 -2.006 3.183 -1.326
O8 -1.111 2.169 -3.221
C8 -1.241 -1.136 4.471
N2 -0.222 -0.269 3.823
C9 1.092 -0.004 4.380
C10 1.681 0.921 3.291
N3 0.728 0.784 2.173
C11 -0.345 0.195 2.619
S2 -1.888 -0.026 1.706
H4 -2.245 -0.882 4.151
H5 -1.214 -0.925 5.610
H6 -0.980 -2.183 4.248
H7 1.692 -0.962 4.384
H8 1.017 0.384 5.447
H9 2.691 0.646 3.036
H10 1.652 1.965 3.590
H11 0.746 1.330 1.346

Summary:
* LUMO (alpha / beta): -8.01 / -7.88 eV
* energy relative to the best compared isomer or geometry (same formula, charge and spin): 42.9 kcal/mol
* 2S+1: 2
* ⟨S²⟩: 1.0195
* largest force on an atom: 0.0922 hartree/bohr
* HOMO-LUMO gap (alpha / beta): 9.02 / 9.15 eV
* E_HOMO (alpha / beta): -17.030 / -17.033 eV
* charge: +2

No. 2
Here is a 2-piece molecular cluster, C11H11N overall at a distorted geometry from OMol25. Energies are from ωB97M-V/def2-TZVPD.

Geometry (Å):
C1 0.051 -1.176 0.696
C2 -0.447 -2.050 -0.321
C3 0.289 -2.789 -1.238
C4 1.609 -2.302 -1.368
C5 2.157 -1.723 -0.147
C6 -1.791 1.056 -0.286
C7 -0.371 0.736 -0.444
C8 0.599 1.601 0.142
C9 0.294 2.383 1.136
C10 -1.061 2.770 1.351
C11 -1.941 2.209 0.523
H1 -0.782 -0.571 1.176
H2 -1.541 -2.255 -0.194
H3 -0.058 -3.329 -2.075
H4 2.378 -2.820 -2.126
H5 3.259 -1.652 -0.015
H6 -2.675 0.498 -0.829
H7 0.134 0.116 -1.297
H8 1.602 1.266 0.110
H9 1.179 2.879 1.609
H10 -1.268 3.465 2.158
H11 -2.948 2.673 0.727
N1 1.333 -0.986 0.713

Summary:
* LUMO: 0.51 eV
* energy relative to the best compared isomer or geometry (same formula, charge and spin): 112.2 kcal/mol
* 2S+1: 1
* largest force on an atom: 0.0986 hartree/bohr
* HOMO-LUMO gap: 8.79 eV
* E_HOMO: -8.283 eV
* SMILES: c1ccccc1.c1ccncc1